76
Properties=species:S:1:pos:R:3:mulliken_charge:R:1 method="wB97M-V/def2-TZVPD" e_above_lowest_ev=1.315 homo_ev="-10.4596 / -10.4541" spin_multiplicity=1 charge=+1 lumo_ev="-4.0132 / -4.3622"
Pd -0.23 0.44 -0.19 -0.676
C 6.45 -0.51 1.02 -0.766
O 5.88 -1.80 1.16 -0.464
C 4.54 -1.93 1.06 0.963
C 4.05 -3.23 1.21 -1.123
C 2.71 -3.43 1.11 -1.053
C 1.79 -2.37 0.88 -0.019
C 0.37 -2.68 0.75 0.334
C -0.09 -4.09 0.53 -2.048
O -0.48 -1.78 0.82 -0.146
C 2.29 -1.06 0.74 0.605
O 1.60 0.04 0.50 0.307
C 3.69 -0.87 0.82 -0.345
H 7.52 -0.63 1.12 0.254
H 6.07 0.17 1.79 0.319
H 6.22 -0.09 0.03 0.303
H 4.74 -4.04 1.41 0.471
H 2.32 -4.43 1.24 0.478
H 0.52 -4.62 -0.20 0.470
H -1.13 -4.07 0.20 0.402
H -0.05 -4.66 1.46 0.389
H 4.05 0.14 0.71 0.334
C 2.00 1.21 -2.67 -0.608
As 0.49 0.15 -3.16 0.798
C 0.96 -1.68 -2.91 -0.850
C 0.28 0.41 -5.04 -1.079
S -1.39 0.70 -2.24 -0.589
H 2.86 0.83 -3.22 0.457
H 2.18 1.11 -1.60 -0.140
H 1.79 2.24 -2.93 0.366
H 1.76 -1.93 -3.60 0.480
H 0.07 -2.28 -3.12 0.347
H 1.29 -1.84 -1.88 0.060
H 1.19 0.09 -5.55 0.396
H 0.09 1.47 -5.23 0.371
H -0.57 -0.17 -5.39 0.386
C 0.23 -0.29 3.82 -2.327
C 0.34 1.22 3.61 1.735
C -0.16 1.99 4.84 -1.571
C 1.78 1.62 3.28 -1.979
Sb -0.90 1.70 1.89 2.490
C -2.97 1.12 2.21 1.722
C -3.43 1.58 3.59 -1.759
C -3.02 -0.40 2.08 -1.837
C -3.83 1.74 1.11 -1.618
C -0.57 3.77 1.28 1.708
C -0.53 4.70 2.49 -1.694
C 0.77 3.79 0.54 -1.843
C -1.67 4.20 0.31 -1.716
H 0.94 -0.58 4.60 0.559
H 0.47 -0.85 2.92 0.614
H -0.76 -0.58 4.16 0.275
H 0.48 1.71 5.68 0.505
H -1.18 1.73 5.11 0.264
H -0.10 3.06 4.72 0.276
H 2.43 1.23 4.07 0.533
H 1.90 2.70 3.26 0.294
H 2.12 1.20 2.33 0.265
H -2.91 1.06 4.39 0.359
H -4.50 1.34 3.69 0.484
H -3.33 2.66 3.73 0.315
H -2.47 -0.90 2.88 0.301
H -2.64 -0.76 1.13 0.287
H -4.07 -0.71 2.16 0.553
H -3.96 2.82 1.23 0.311
H -4.83 1.29 1.16 0.551
H -3.44 1.55 0.11 0.196
H 0.32 4.50 3.13 0.345
H -1.44 4.65 3.09 0.300
H -0.43 5.73 2.13 0.479
H 1.60 3.49 1.18 0.325
H 0.96 4.81 0.21 0.600
H 0.76 3.15 -0.33 0.197
H -2.62 4.35 0.81 0.319
H -1.81 3.49 -0.51 0.241
H -1.38 5.15 -0.13 0.560

=====

14
Properties=species:S:1:pos:R:3:nbo_charge:R:1 method="wB97M-V/def2-TZVPD" e_above_lowest_ev=7.754 homo_ev=-14.6009 spin_multiplicity=1 charge=+1 lumo_ev=-5.9634
C -2.49 0.27 -1.37 0.330
C -1.53 0.12 -0.59 -0.545
C -0.46 -0.36 -0.12 0.315
C -0.42 -2.08 0.90 -0.452
C 0.73 1.85 -0.25 -0.441
N 0.84 0.35 -0.22 -0.557
H -1.41 -2.30 1.26 0.248
H 0.26 -1.72 1.73 0.212
H -0.12 -2.79 0.28 0.206
H 0.05 2.05 -1.08 0.253
H 0.22 2.38 0.57 0.268
H 1.68 2.28 -0.52 0.251
H 1.38 -0.08 0.52 0.447
H 1.28 0.02 -1.11 0.466

=====

38
Properties=species:S:1:pos:R:3:nbo_charge:R:1 method="wB97M-V/def2-TZVPD" homo_ev="-10.8347 / -12.7554" spin_multiplicity=4 charge=+1 s_squared=3.757 lumo_ev="-2.6245 / -2.8234"
V 0.59 0.41 -0.43 1.200
C -2.14 -2.33 -2.55 -0.706
C -1.47 -1.77 -1.33 0.723
O -0.48 -1.03 -1.45 -0.681
N -1.97 -2.09 -0.14 -0.571
C -1.40 -1.69 1.15 -0.265
C -1.69 -0.26 1.54 0.213
C -2.65 0.05 2.49 -0.229
C -2.90 1.37 2.79 -0.125
C -2.21 2.36 2.13 -0.232
C -1.26 1.99 1.19 0.076
N -0.97 0.70 0.93 -0.510
H -1.61 -2.00 -3.43 0.262
H -3.17 -1.98 -2.59 0.250
H -2.16 -3.42 -2.51 0.246
H -2.79 -2.68 -0.12 0.416
H -0.33 -1.88 1.13 0.241
H -1.83 -2.35 1.90 0.232
H -3.19 -0.76 2.97 0.232
H -3.65 1.63 3.54 0.239
H -2.38 3.41 2.32 0.245
H -0.69 2.72 0.64 0.234
S 4.12 -1.45 1.59 0.551
C 3.68 -2.33 0.21 -0.433
C 2.45 -1.95 -0.22 -0.039
N 1.87 -0.95 0.54 -0.540
C 2.66 -0.61 1.53 -0.139
H 4.33 -3.08 -0.22 0.268
H 1.93 -2.33 -1.08 0.236
H 2.42 0.17 2.24 0.246
C 2.55 3.49 -2.24 -0.893
S 1.74 2.14 -1.52 2.309
O 0.30 2.14 -1.86 -0.957
O 1.84 2.21 -0.04 -0.972
O 2.34 0.87 -1.97 -0.942
H 1.93 4.37 -2.11 0.268
H 2.69 3.28 -3.30 0.272
H 3.51 3.60 -1.73 0.270

=====

12
Properties=species:S:1:pos:R:3:nbo_charge:R:1 method="wB97M-V/def2-TZVPD" smiles=C#C[C@@H]1C[C@H]1O e_above_lowest_ev=2.697 homo_ev=-9.2719 spin_multiplicity=1 lumo_ev=0.9043
C -0.45 0.38 0.83 0.108
C -0.78 -0.92 0.20 -0.425
C 0.62 -0.31 -0.01 -0.333
C 0.90 0.20 -1.31 -0.012
C 1.17 0.78 -2.36 -0.245
H -1.07 0.38 2.61 0.474
H -0.80 1.29 0.37 0.179
H -0.83 -1.78 0.81 0.224
H -1.48 -0.94 -0.63 0.228
H 1.44 -0.70 0.61 0.255
H 1.52 1.16 -3.29 0.237
O -0.24 0.46 2.17 -0.692

=====

The records above give, respectively, calculated total energy values of -4169.0478; -249.5402; -2672.3891; -269.2471 a.u..